8
Properties=species:S:1:pos:R:3 method="wB97M-V/def2-TZVPD" orbital_gap_ev=8.00 total_energy_ha=-2761.43096
C 0.510 0.602 0.986
C -0.775 0.206 0.473
N 1.635 -1.674 -1.067
N 1.143 -1.982 -2.000
Br 0.790 2.388 0.903
H -1.008 -0.964 0.593
H -0.744 0.533 -0.692
H -1.552 0.891 0.803

9
Properties=species:S:1:pos:R:3 method="wB97M-V/def2-TZVPD" orbital_gap_ev=9.49 total_energy_ha=-3159.67280
Br -0.253 -2.545 -1.081
C -0.442 -0.692 -0.590
N -1.607 -0.282 -0.368
S -1.498 1.241 0.484
N 0.168 0.976 0.937
C 0.714 0.239 -0.145
H 0.284 0.284 1.667
H 1.737 -0.110 0.077
H 0.897 0.889 -0.982

9
Properties=species:S:1:pos:R:3 method="wB97M-V/def2-TZVPD" orbital_gap_ev=10.14 total_energy_ha=-3159.62339
C 0.565 2.307 0.317
N -0.530 1.749 0.358
Br -2.015 2.457 -0.555
H 1.206 1.834 1.044
H 0.819 3.204 -0.376
N 1.074 -1.602 0.028
C 0.529 -2.581 -0.135
S -0.306 -3.847 -0.692
H -1.342 -3.520 0.011

8
Properties=species:S:1:pos:R:3 method="wB97M-V/def2-TZVPD" orbital_gap_ev="7.08 / 7.00" total_energy_ha=-3125.35902
C 0.583 0.828 -0.075
C 0.781 -0.571 0.222
O 0.855 1.345 -1.135
S -1.626 -1.346 -0.221
Br -2.775 0.439 -0.266
H 0.177 1.424 0.759
H 1.233 -1.202 -0.526
H 0.772 -0.916 1.241

7
Properties=species:S:1:pos:R:3 method="wB97M-V/def2-TZVPD" orbital_gap_ev="8.45 / 8.45" total_energy_ha=-3050.16938
C -0.646 0.269 0.004
C 0.667 -0.367 0.103
S 0.949 -1.997 -0.093
Br 2.067 1.050 0.079
H -1.008 0.479 1.066
H -1.387 -0.504 -0.423
H -0.642 1.070 -0.736

7
Properties=species:S:1:pos:R:3 method="wB97M-V/def2-TZVPD" orbital_gap_ev="6.78 / 6.80" total_energy_ha=-2941.22729
C -0.387 1.198 -0.019
C 1.046 -0.447 -0.295
Si -0.786 -0.623 0.028
Br 2.701 0.101 0.022
H 0.318 1.945 0.366
H -1.160 -1.554 1.042
H -1.732 -0.619 -1.143

7
Properties=species:S:1:pos:R:3 method="wB97M-V/def2-TZVPD" orbital_gap_ev="6.02 / 9.80" total_charge=+3 s_squared=2.017 multiplicity=3 total_energy_ha=-626.76843
O -0.170 -0.989 -0.866
Ce -1.564 0.287 0.573
H -0.237 -1.930 -1.083
C 1.138 -0.237 -1.520
C 1.195 0.100 -0.177
H 0.928 -0.091 -2.594
H 2.209 -0.332 -1.785

6
Properties=species:S:1:pos:R:3 method="wB97M-V/def2-TZVPD" orbital_gap_ev="9.35 / 5.91" total_energy_ha=-538.00687
C 0.311 0.401 0.034
C -0.423 -0.606 -0.125
Cl -3.468 -0.269 0.148
H 1.484 0.230 -0.123
H 0.077 1.229 0.729
H -1.454 -0.761 -0.195

10
Properties=species:S:1:pos:R:3 method="wB97M-V/def2-TZVPD" orbital_gap_ev="8.33 / 8.44" total_energy_ha=-1539.30926
C -1.368 -0.609 -0.789
C 0.501 0.855 -0.001
F 1.048 1.403 -1.134
F 0.002 1.870 0.743
P 1.294 -0.590 0.708
Cl -2.958 -0.125 -0.658
Cl -0.911 -2.016 -0.070
H -0.812 -0.309 -1.716
H 0.755 -0.441 1.950
H 2.449 -0.038 0.967

14
Properties=species:S:1:pos:R:3 method="wB97M-V/def2-TZVPD" orbital_gap_ev="6.58 / 6.57" total_charge=-1 total_energy_ha=-2175.07882
C 1.574 -0.809 0.558
C 0.058 2.128 -1.166
N 0.465 0.135 0.934
O -2.964 -0.811 0.814
O -1.450 -2.447 1.923
O -1.684 -2.273 -0.520
F 1.195 2.291 -1.933
S 0.559 1.714 0.619
S -1.831 -1.681 0.767
Cl -0.912 0.831 -1.881
Cl -0.700 3.767 -1.351
H 1.358 -1.054 -0.534
H 2.623 -0.259 0.428
H 1.708 -1.532 1.342

8
Properties=species:S:1:pos:R:3 method="wB97M-V/def2-TZVPD" orbital_gap_ev=10.44 total_energy_ha=-1053.06139
C 0.716 0.455 -0.149
C -0.838 -0.635 0.331
N 0.582 1.382 -0.993
Cl -0.456 -2.082 -0.543
Cl -1.084 -0.947 2.036
H 1.460 -0.019 0.499
H -1.854 -0.091 0.006
H 1.472 1.936 -1.186

9
Properties=species:S:1:pos:R:3 method="wB97M-V/def2-TZVPD" orbital_gap_ev="7.11 / 8.45" total_charge=+1 total_energy_ha=-1107.31155
C 0.242 1.030 -0.126
C -0.827 0.458 -0.053
N 3.634 0.001 0.524
N -2.146 -0.091 0.036
Cl 2.677 1.040 -0.243
Cl 3.790 -1.517 -0.054
H -2.002 -0.979 -0.487
H -2.923 0.305 -0.617
H -2.444 -0.246 1.021